The following is a quantum chemistry calculation of a structure of composition C44H53FeN5P2S3Si in a non-equilibrium geometry, from OMol25.

Energy above the lowest of the compared OMol25 structures with the same formula, charge and spin   3.31 kcal per mole
Kohn-Sham gap (spin up / spin down)   6.66 / 6.53 eV
Multiplicity   5

Each line ends with the Mulliken charge.
Positions of all 109 atoms, in Å:
Fe: -0.313 -0.374 0.360  2.048
C: 3.798 0.374 -3.770  -0.693
Si: 3.708 -1.497 -3.624  0.258
C: 3.123 -2.292 -5.240  -1.172
C: 5.369 -2.375 -3.184  -1.255
C: 2.484 -2.030 -2.246  0.261
C: 2.485 -3.432 -2.113  -0.221
C: 1.678 -4.103 -1.199  -1.482
C: 0.909 -3.307 -0.372  -0.494
N: 0.948 -1.956 -0.442  1.039
C: 1.710 -1.302 -1.334  -0.182
S: 1.456 0.417 -1.186  -0.185
H: 4.328 0.641 -4.693  0.409
H: 4.350 0.860 -2.931  0.239
H: 2.781 0.808 -3.803  0.043
H: 3.850 -1.966 -5.992  0.348
H: 2.105 -1.970 -5.564  0.292
H: 3.178 -3.378 -5.152  0.337
H: 6.280 -1.759 -3.322  0.392
H: 5.470 -3.233 -3.811  0.340
H: 5.412 -2.671 -2.145  0.388
H: 3.146 -4.019 -2.751  0.342
H: 1.639 -5.181 -1.159  0.454
H: 0.325 -3.713 0.476  0.398
N: -0.737 1.427 1.485  0.188
C: -1.266 2.746 1.146  -0.612
C: -1.511 3.650 2.178  -0.664
C: -1.702 5.011 1.954  -0.476
C: -1.945 5.499 0.681  -0.973
C: -1.954 4.514 -0.317  0.283
C: -1.606 3.152 -0.133  -0.289
P: -1.486 2.033 -1.585  2.175
C: -3.212 1.874 -2.027  0.730
C: -3.477 0.975 -3.061  -0.566
C: -4.777 0.606 -3.344  -0.787
C: -5.849 1.109 -2.599  -0.868
C: -5.562 1.900 -1.495  -0.703
C: -4.264 2.347 -1.225  -1.034
C: -0.787 3.000 -2.961  0.218
C: 0.469 3.568 -2.761  -0.418
C: 1.284 3.823 -3.861  -0.790
C: 0.793 3.681 -5.144  -0.539
C: -0.511 3.271 -5.360  -0.822
C: -1.311 2.920 -4.280  -0.501
H: -1.537 0.869 1.843  -0.242
H: -0.070 1.503 2.245  0.131
H: -1.474 3.327 3.217  0.459
H: -1.627 5.643 2.832  0.386
H: -2.052 6.583 0.462  0.386
H: -2.278 4.831 -1.296  0.452
H: -2.677 0.498 -3.640  0.604
H: -4.930 -0.155 -4.086  0.409
H: -6.859 0.837 -2.804  0.435
H: -6.407 2.212 -0.862  0.368
H: -4.140 3.008 -0.379  0.348
H: 0.843 3.721 -1.734  0.301
H: 2.318 4.074 -3.748  0.464
H: 1.430 3.956 -5.967  0.403
H: -0.906 3.270 -6.355  0.449
H: -2.331 2.595 -4.431  0.551
S: -3.182 -2.942 -2.220  -0.280
C: -2.005 -1.735 -1.820  -0.727
N: -2.087 -1.210 -0.587  0.864
C: -3.234 -1.658 0.093  -0.564
C: -3.757 -1.127 1.272  -0.419
C: -4.947 -1.638 1.730  -0.762
C: -5.623 -2.695 1.063  -0.788
C: -5.180 -3.124 -0.184  -0.458
C: -3.940 -2.649 -0.640  0.660
H: -1.202 -1.511 -2.496  0.389
H: -3.254 -0.316 1.797  0.396
H: -5.364 -1.189 2.630  0.448
H: -6.489 -3.119 1.556  0.407
H: -5.698 -3.855 -0.778  0.450
C: -2.083 -3.730 6.561  -1.245
C: -1.978 -2.534 5.648  0.881
C: -2.675 -1.328 5.914  -1.012
C: -2.466 -0.272 5.039  -0.234
N: -1.684 -0.381 3.937  -0.088
C: -1.132 -1.582 3.739  0.201
S: -0.230 -1.809 2.294  -0.381
N: -1.158 -2.639 4.586  -0.560
H: -3.057 -3.751 7.095  0.349
H: -1.298 -3.706 7.323  0.265
H: -1.975 -4.676 6.015  0.328
H: -3.311 -1.180 6.812  0.320
H: -2.897 0.732 5.087  0.456
C: 2.932 -2.030 3.871  -1.133
C: 2.820 -0.520 3.658  -1.007
P: 2.529 0.061 1.895  0.793
C: 3.929 -0.730 0.984  -0.400
C: 5.316 -0.904 1.623  -2.017
C: 3.024 1.865 1.953  -0.441
C: 4.479 2.190 1.752  -1.218
H: 3.063 -2.210 4.948  0.395
H: 3.770 -2.455 3.318  0.230
H: 2.025 -2.545 3.586  0.187
H: 3.697 -0.009 4.027  0.620
H: 1.981 -0.128 4.221  0.446
H: 3.970 -0.183 0.044  0.322
H: 3.569 -1.729 0.745  0.315
H: 6.075 -0.445 1.005  0.333
H: 5.548 -1.958 1.661  0.467
H: 5.365 -0.545 2.644  0.420
H: 2.704 2.240 2.913  0.526
H: 2.372 2.323 1.228  0.046
H: 5.147 1.688 2.502  0.260
H: 4.650 3.299 1.821  0.393
H: 4.824 1.928 0.745  0.210


The following is a quantum chemistry calculation of a structure of composition C44H55B2BrF9N10RbS, from OMol25.

Net charge   -2
Energy above the lowest of the compared OMol25 structures with the same formula, charge and spin   37.09 kcal per mole
Kohn-Sham gap   5.26 eV
Multiplicity   1

Each line ends with the Mulliken charge.
Positions of all 123 atoms, in Å:
Rb: -0.288 0.026 -1.365  0.466
C: 1.912 -4.382 3.052  -1.187
C: 0.869 -3.715 2.211  0.416
C: -0.326 -4.266 1.809  -1.007
C: -0.947 -3.270 1.032  -0.574
N: -0.177 -2.188 0.986  1.126
N: 0.937 -2.458 1.704  0.102
B: 2.185 -1.541 1.876  -1.695
N: 1.973 -0.293 2.795  0.431
N: 1.284 0.847 2.534  0.243
C: 1.409 1.625 3.610  -0.331
C: 2.172 0.968 4.594  -0.870
C: 2.529 -0.234 4.029  0.463
C: 3.391 -1.278 4.667  -1.353
C: 0.919 3.056 3.735  2.963
C: 0.562 3.348 5.199  -2.121
C: 2.070 3.997 3.342  -1.679
C: -0.305 3.331 2.864  -1.319
N: 2.919 -1.253 0.540  0.054
N: 2.475 -0.511 -0.504  1.451
C: 3.391 -0.594 -1.467  -0.937
C: 4.456 -1.405 -1.036  -0.668
C: 4.118 -1.808 0.236  0.375
C: 4.929 -2.717 1.104  -1.362
C: 3.245 0.031 -2.840  3.196
C: 2.283 -0.822 -3.676  -1.612
C: 4.605 0.073 -3.545  -2.654
C: 2.718 1.463 -2.740  -0.865
C: -2.293 -3.407 0.355  3.217
C: -2.470 -4.843 -0.156  -2.201
C: -3.413 -3.104 1.362  -2.221
C: -2.394 -2.468 -0.845  0.705
H: 1.537 -5.354 3.373  0.450
H: 2.151 -3.790 3.935  0.055
H: 2.834 -4.541 2.491  0.083
H: -0.680 -5.257 2.042  0.470
H: 2.940 -2.210 2.507  -0.411
H: 2.460 1.319 5.571  0.312
H: 3.693 -0.926 5.653  0.410
H: 4.289 -1.466 4.076  0.129
H: 2.862 -2.225 4.786  0.094
H: 1.449 3.324 5.837  0.387
H: -0.156 2.619 5.579  0.395
H: 0.125 4.347 5.277  0.439
H: 2.986 3.710 3.865  0.408
H: 1.826 5.030 3.607  0.418
H: 2.254 3.950 2.274  0.223
H: -1.189 2.872 3.307  0.279
H: -0.170 2.921 1.866  0.016
H: -0.491 4.405 2.780  0.430
H: 5.352 -1.675 -1.570  0.526
H: 5.868 -2.933 0.594  0.414
H: 4.409 -3.660 1.279  0.092
H: 5.160 -2.271 2.072  0.120
H: 2.687 -1.822 -3.831  0.481
H: 2.096 -0.364 -4.649  0.498
H: 1.333 -0.934 -3.161  -0.258
H: 4.952 -0.931 -3.800  0.411
H: 5.360 0.553 -2.917  0.497
H: 4.514 0.646 -4.470  0.440
H: 1.787 1.497 -2.183  -0.497
H: 2.531 1.887 -3.727  0.434
H: 3.453 2.085 -2.228  0.243
H: -2.571 -5.553 0.669  0.394
H: -1.617 -5.129 -0.772  0.391
H: -3.370 -4.903 -0.772  0.470
H: -3.329 -3.744 2.245  0.335
H: -4.387 -3.283 0.894  0.418
H: -3.365 -2.067 1.688  0.813
H: -1.733 -2.828 -1.634  -0.179
H: -2.105 -1.463 -0.554  -1.514
H: -3.415 -2.455 -1.238  0.429
C: 3.699 4.163 -0.637  -2.325
C: 2.216 4.363 -0.782  0.906
C: 1.694 5.540 -1.304  -0.565
C: 0.326 5.725 -1.370  -0.531
C: -0.465 4.695 -0.896  -0.471
Br: -2.354 4.905 -0.869  -0.182
N: -0.010 3.564 -0.421  0.066
C: 1.310 3.392 -0.379  0.024
H: 4.118 4.900 0.053  0.497
H: 4.198 4.288 -1.600  0.561
H: 3.924 3.169 -0.252  0.231
H: 2.359 6.312 -1.672  0.448
H: -0.112 6.611 -1.801  0.464
H: 1.648 2.441 0.028  1.019
N: -5.478 0.448 -0.481  -0.132
C: -5.845 0.161 -1.810  -0.004
C: -6.967 -0.616 -2.055  -0.633
C: -7.345 -0.924 -3.357  -0.580
C: -6.580 -0.477 -4.417  -0.603
C: -5.449 0.297 -4.177  -0.692
C: -5.089 0.635 -2.885  0.718
S: -3.652 1.635 -2.572  0.045
N: -3.348 1.343 -0.963  -0.309
C: -4.173 0.825 -0.160  -0.348
C: -3.713 0.499 1.212  0.509
C: -4.565 0.561 2.313  -0.378
C: -4.083 0.122 3.537  -0.912
C: -2.792 -0.375 3.616  -1.142
C: -2.005 -0.361 2.469  -0.337
N: -2.458 0.071 1.301  1.216
H: -5.934 -0.133 0.202  0.281
H: -7.554 -0.969 -1.214  0.349
H: -8.232 -1.519 -3.527  0.362
H: -6.847 -0.734 -5.434  0.369
H: -4.844 0.647 -5.005  0.408
H: -5.568 0.958 2.219  0.617
H: -4.713 0.164 4.417  0.414
H: -2.401 -0.753 4.552  0.548
H: -0.973 -0.696 2.470  0.162
F: -1.016 -2.197 -4.146  -0.283
C: -0.718 -3.551 -3.812  -1.073
F: 0.223 -3.380 -2.754  -0.268
C: 0.145 -4.020 -4.955  1.136
F: 1.251 -3.284 -5.297  -0.222
F: -0.578 -4.114 -6.101  -0.310
F: 0.625 -5.267 -4.693  -0.305
F: 0.922 5.056 -4.264  -0.433
B: 0.208 3.869 -4.571  0.390
F: -0.068 3.159 -3.370  -0.001
F: 0.996 3.060 -5.410  -0.409
F: -1.002 4.207 -5.200  -0.387